Entry 1:
ORCA calculation (the ωB97M-V functional and the def2-TZVPD basis) on an isolated molecule of C5H5FIN.

Computed properties:
net charge = 0
ΔE to the lowest compared entry with this formula, charge and spin = 485.1 kJ/mol
LUMO energy (spin up / spin down) = -0.44 / -0.44 eV
HOMO energy (spin up / spin down) = -7.84 / -7.84 eV
Kohn-Sham gap (spin up / spin down) = 0.2718 / 0.2717 Eh
max |F| = 4.7 eV/Å

Geometry (Å):
C1 0.1436 -1.8828 0.6727
C2 0.2775 -2.2911 -0.6197
C3 0.0567 0.1724 -1.3354
C4 0.0689 0.5192 -0.0806
C5 -0.2551 1.9375 0.3387
N1 -0.0119 -0.4947 0.9064
F1 0.7513 -3.2743 -1.3203
I1 0.1625 1.0061 -3.2254
H1 0.2436 -2.4039 1.5847
H2 -0.9467 2.1523 -0.4959
H3 -0.9007 1.9923 1.2682
H4 0.4774 2.7472 0.4417
H5 -0.0671 -0.1802 1.8648

Mulliken charges in e: -0.198 -0.043 -0.717 0.776 -1.040 -0.231 -0.189 0.154 0.397 0.299 0.272 0.256 0.266

***

Entry 2:
ORCA calculation (the ωB97M-V functional and the def2-TZVPD basis) on an isolated molecule of C5H5FN2O2.

Computed properties:
net charge = 0
ΔE to the lowest compared entry with this formula, charge and spin = 313.5 kJ/mol
LUMO energy = 0.17 eV
HOMO energy = -8.73 eV
SMILES string = O=[N+]([O-])[C@@]1(F)C=CC=CN1
Kohn-Sham gap = 0.3272 Eh
max |F| = 3.4 eV/Å

Geometry (Å):
C1 0.8520 0.6300 0.3723
C2 -0.5202 0.9225 0.4748
C3 1.3844 -0.3880 -0.3149
C4 -1.3313 -0.1141 0.1044
C5 0.5324 -1.6454 -0.5605
N1 -0.8292 -1.2446 -0.4595
N2 0.8650 -2.0770 -1.9280
O1 1.7047 -2.9588 -2.0193
O2 0.3527 -1.5185 -2.8445
F1 0.8114 -2.7010 0.3019
H1 1.5865 1.3889 0.7416
H2 -0.8563 1.8388 0.7932
H3 2.4862 -0.4599 -0.3944
H4 -2.4777 -0.1060 0.3145
H5 -1.5616 -1.9455 -0.7433

Mulliken charges in e: -0.123 -0.618 -0.969 -0.200 1.056 -0.216 0.879 -0.559 -0.544 -0.313 0.301 0.463 0.315 0.255 0.274

***

Entry 3:
ORCA calculation (the ωB97M-V functional and the def2-TZVPD basis) on an isolated molecule of C5H5FN2O3.

Computed properties:
net charge = 0
ΔE to the lowest compared entry with this formula, charge and spin = 94.7 kJ/mol
LUMO energy (spin up / spin down) = -0.12 / -1.99 eV
HOMO energy (spin up / spin down) = -9.65 / -7.41 eV
Kohn-Sham gap (spin up / spin down) = 0.3502 / 0.1992 Eh
max |F| = 3.5 eV/Å

Geometry (Å):
C1 1.6009 -0.8306 0.3762
C2 -0.1974 -0.2484 -1.2641
C3 -1.9586 -0.3424 0.7852
C4 2.0334 0.4479 0.8219
C5 -1.5663 1.0120 0.2465
N1 0.9220 -0.9168 -0.8198
N2 -0.5708 0.9729 -0.6260
O1 1.8214 -1.8842 0.8974
O2 -0.9080 -0.8014 -2.0847
O3 -3.1148 -0.6353 1.0786
F1 1.7138 1.4521 0.0250
H1 -1.1181 -1.0553 0.7824
H2 2.5624 0.8607 1.7084
H3 -2.0399 1.9299 0.5197
H4 0.9785 -1.7701 -1.3620
H5 -0.1585 1.8091 -1.0847

Mulliken charges in e: 0.520 0.214 -0.036 -0.225 -0.290 -0.098 -0.066 -0.530 -0.556 -0.537 -0.196 0.422 0.401 0.433 0.260 0.285

***

Entry 4:
ORCA calculation (the ωB97M-V functional and the def2-TZVPD basis) on the ion C5H5FNO2P2 with charge -1.

Computed properties:
net charge = -1
ΔE to the lowest compared entry with this formula, charge and spin = 137.9 kJ/mol
LUMO energy = 3.65 eV
HOMO energy = -3.34 eV
SMILES string = [O-]c1ccc(F)c(O[PH]#[PH2])n1
Kohn-Sham gap = 0.2566 Eh
max |F| = 4.7 eV/Å

Geometry (Å):
C1 -1.2876 -1.9303 0.7829
C2 -0.8706 -3.2129 0.6766
C3 -0.3713 -0.8615 0.8707
C4 0.9782 -1.1126 0.8469
C5 0.6274 -3.4070 0.8325
N1 1.4548 -2.3922 0.8662
O1 1.9000 -0.0499 0.8318
O2 1.0679 -4.5716 0.9400
F1 -0.8824 0.4115 0.9936
P1 0.8042 1.6931 -1.3665
P2 1.8509 1.5354 0.4748
H1 -2.3281 -1.7232 0.9430
H2 -1.6794 -3.8541 0.3893
H3 1.2352 3.0197 -1.4678
H4 1.9489 1.3458 -2.1231
H5 0.7366 1.7355 1.2733

Mulliken charges in e: -0.548 -0.343 0.719 0.289 0.142 -0.491 -0.386 -0.779 -0.336 -0.145 -0.009 0.381 0.360 0.042 0.059 0.045

***

Question: Number 4 is which compound?
Answer: C5H5FNO2P2